Density functional theory data (ωB97M-V/def2-TZVPD) for C59H38N5Pt as an isolated structure.

Energy ... -2663.90739 Ha
HOMO-LUMO gap (alpha / beta) ... 0.20047 / 0.19669 Ha
<S²> ... 6.084
Multiplicity ... 5
Total charge ... +1

Element x y z (Å)
Pt: 0.40200 -0.54829 -0.63736
C: 1.14824 -7.79569 1.35616
C: 0.97683 -7.00129 2.48211
C: 0.73897 -5.64262 2.34357
C: 0.67094 -5.07033 1.07624
C: 0.83737 -5.86905 -0.04865
C: 1.07713 -7.22914 0.09259
C: 0.40681 -3.61193 0.91296
C: 1.48728 -2.72218 1.11260
C: 2.74574 -3.09157 1.70183
C: 3.50717 -1.97639 1.77077
C: 2.74605 -0.89417 1.17231
C: 3.24963 0.36450 0.93161
C: 4.68426 0.62887 1.23879
C: 5.06054 1.25804 2.42325
C: 6.39922 1.49728 2.69635
C: 7.37415 1.11091 1.78656
C: 7.00704 0.48503 0.60443
C: 5.66720 0.24547 0.33128
C: 2.46408 1.45839 0.44937
N: 1.19262 1.37583 0.04049
C: 0.74104 2.67313 -0.15921
C: -0.61490 3.11323 -0.25666
C: -0.82195 4.58272 -0.44478
C: -0.58475 5.14798 -1.69393
C: -0.78317 6.50589 -1.89463
C: -1.21823 7.30612 -0.84739
C: -1.45165 6.74679 0.40074
C: -1.25355 5.38815 0.60242
C: -1.71908 2.35308 -0.11293
C: -3.17577 2.71671 -0.11365
C: -3.61079 1.84859 1.03017
C: -2.87919 0.67482 0.89640
N: -1.82641 0.90214 -0.10372
C: -3.23801 -0.58016 1.33625
C: -2.51714 -1.80469 1.04659
C: -3.06165 -3.12931 1.27430
C: -2.05576 -4.00373 1.02807
C: -0.89706 -3.20868 0.71816
N: -1.25911 -1.85911 0.65041
C: -4.48164 -0.70668 2.14476
C: -5.72962 -0.64581 1.53051
C: -6.88835 -0.78270 2.28088
C: -6.80697 -0.97600 3.65261
C: -5.56601 -1.03705 4.27057
C: -4.40681 -0.90754 3.51956
C: 1.83554 3.57997 0.03989
C: 2.90477 2.84204 0.42213
N: 1.49901 -1.37955 0.83816
H: 1.33454 -8.85578 1.46480
H: 1.02362 -7.44138 3.46946
H: 0.59703 -5.02008 3.21916
H: 0.77773 -5.42281 -1.03407
H: 1.20657 -7.84605 -0.78678
H: 2.98884 -4.08061 2.05310
H: 4.49547 -1.86853 2.18561
H: 4.29826 1.55230 3.13531
H: 6.68235 1.98135 3.62185
H: 8.41844 1.29688 1.99967
H: 7.76436 0.18252 -0.10700
H: 5.37391 -0.24131 -0.59202
H: -0.24281 4.51767 -2.50714
H: -0.59714 6.94043 -2.86804
H: -1.37312 8.36529 -1.00370
H: -1.78346 7.36998 1.22057
H: -1.42489 4.94873 1.57832
H: -3.45288 3.76397 -0.11146
H: -4.49420 1.98062 1.63422
H: -4.06472 -3.34350 1.60492
H: -2.06714 -5.07640 1.13356
H: -5.79016 -0.50069 0.45766
H: -7.85398 -0.73992 1.79443
H: -7.71001 -1.08070 4.23904
H: -5.49958 -1.18703 5.34001
H: -3.43682 -0.96063 3.99900
H: 1.76924 4.65170 -0.04433
H: 3.88859 3.18200 0.69799
C: 3.85980 -2.13680 -2.69924
C: 3.73706 -1.53409 -3.94359
C: 2.66141 -0.70322 -4.18775
C: 1.72269 -0.45914 -3.18490
C: 1.86043 -1.04206 -1.92118
C: 2.93194 -1.89729 -1.69466
C: 0.52412 0.34201 -3.40410
C: 0.28725 1.09376 -4.54699
C: -0.87514 1.82090 -4.64772
C: -1.81662 1.76715 -3.62629
C: -3.01484 2.60500 -3.66067
C: -3.83084 2.69234 -2.61946
C: -3.65184 1.88473 -1.37959
C: -2.55213 0.77704 -1.42486
C: -1.54481 0.95947 -2.52702
N: -0.38695 0.30130 -2.40253
H: 4.68498 -2.80988 -2.50276
H: 4.46370 -1.72595 -4.72093
H: 2.54379 -0.26159 -5.16814
H: 3.06867 -2.40322 -0.75156
H: 1.02560 1.12629 -5.33295
H: -1.05906 2.44556 -5.51307
H: -3.18112 3.19824 -4.55127
H: -4.68172 3.36236 -2.64471
H: -4.61282 1.42797 -1.13894
H: -2.96767 -0.23091 -1.49221

---

Density functional theory data (ωB97M-V/def2-TZVPD) for C43H34F4N7O7PS2Ti as an isolated structure.

Energy ... -4955.93905 Ha
HOMO-LUMO gap ... 0.17671 Ha
Total charge ... -2
Energy relative to the best compared isomer or geometry (same formula, charge and spin) ... 49.6 kJ/mol

Element x y z (Å)
Ti: -0.87742 1.06424 0.81028
C: 3.58883 -1.52134 5.48412
C: 2.37049 -2.16530 4.80800
C: 2.02977 -3.48937 5.50639
C: 2.73222 -2.47095 3.35537
C: 1.17815 -1.21554 4.91345
C: 0.66305 -0.90469 6.18490
C: -0.43052 -0.08484 6.35344
C: -1.02407 0.45710 5.21954
S: -2.41042 1.49338 5.10412
C: -2.23998 1.51552 3.38954
N: -1.22671 0.82259 2.92514
C: -0.51922 0.18607 3.94866
C: 0.58505 -0.65371 3.79673
C: -3.07968 2.26200 2.47899
C: -4.21271 2.97417 2.87584
C: -4.93275 3.67056 1.92733
C: -4.51475 3.64274 0.59718
C: -3.38956 2.92994 0.21262
C: -2.64746 2.22363 1.15518
H: 4.45042 -2.18868 5.41477
H: 3.40213 -1.31789 6.54045
H: 3.85325 -0.58305 4.99429
H: 2.87549 -4.17566 5.42612
H: 1.16246 -3.96068 5.04045
H: 1.81301 -3.35011 6.56653
H: 3.56032 -3.18128 3.33027
H: 3.05796 -1.57293 2.83144
H: 1.89387 -2.91110 2.81068
H: 1.13275 -1.32712 7.06364
H: -0.81455 0.12997 7.34205
H: 0.93579 -0.86488 2.79947
H: -4.53013 2.97635 3.91301
H: -5.81844 4.22438 2.20950
H: -5.08254 4.18442 -0.15080
H: -3.10207 2.91534 -0.83281
O: 6.02605 3.04415 1.94256
C: 5.70099 1.84990 1.83601
O: 6.34986 0.80262 2.00908
C: 4.22188 1.61867 1.42859
C: 3.75590 0.35849 1.08631
C: 2.40984 0.15534 0.83542
N: 1.50469 1.13680 0.91550
C: 1.97339 2.36691 1.17693
C: 3.29633 2.65679 1.42661
C: 0.90744 3.41002 1.18561
O: 1.11415 4.59844 1.20676
O: -0.30219 2.88170 1.17398
H: 4.45861 -0.46339 1.05552
H: 2.03389 -0.82523 0.58833
H: 3.61485 3.66762 1.63881
F: -0.99062 -4.88580 -2.88887
C: -0.16344 -3.86715 -3.17983
C: 0.36674 -3.83537 -4.45412
F: 0.01259 -4.84001 -5.27495
C: 1.23196 -2.83379 -4.92212
C: 1.55098 -1.90364 -3.92164
C: 1.00848 -1.93449 -2.65565
F: 1.37719 -0.94302 -1.81119
C: 0.10686 -2.89984 -2.21412
C: -0.53315 -2.85265 -0.89235
C: -0.35395 -1.81619 -0.03042
N: -0.21380 -0.93421 0.73782
C: -1.52834 -3.77842 -0.47329
N: -2.35159 -4.50303 -0.11475
F: 2.39795 -0.89126 -4.18780
C: 1.71794 -2.76314 -6.27804
C: 2.64777 -1.79240 -6.71057
N: 3.41626 -1.02693 -7.11640
C: 1.21955 -3.58575 -7.31334
N: 0.84882 -4.22215 -8.20685
C: 0.14104 0.74742 -5.95138
C: -0.83650 0.22665 -4.92736
O: -0.57486 0.89457 -3.66811
P: -1.41674 0.35315 -2.40071
O: -2.83404 1.06915 -2.75325
C: -4.06247 0.36965 -2.46086
C: -4.95306 0.42220 -3.67915
O: -0.75772 1.49553 -1.29405
C: -0.47629 2.85979 -1.78743
C: 0.97536 3.00635 -2.17295
H: -0.03283 0.25224 -6.90786
H: 1.16809 0.54188 -5.65695
H: 0.01506 1.82294 -6.08416
H: -0.72235 -0.85285 -4.78596
H: -1.86935 0.43957 -5.21487
H: -4.52725 0.85188 -1.60087
H: -3.84251 -0.66253 -2.18232
H: -5.18598 1.45328 -3.94848
H: -5.88629 -0.10338 -3.47135
H: -4.47062 -0.05950 -4.53085
H: -0.75137 3.52658 -0.97413
H: -1.13908 3.03229 -2.63321
H: 1.63594 2.84682 -1.32322
H: 1.13889 4.02588 -2.52858
H: 1.24296 2.30884 -2.96213
S: -5.05620 -1.15197 0.97028
C: -3.61311 -0.53954 0.63278
N: -2.57466 -0.05976 0.35364

---

Density functional theory data (ωB97M-V/def2-TZVPD) for an isolated molecule of C5H7NO.

Energy ... -324.64249 Ha
HOMO-LUMO gap ... 0.36409 Ha
Structure (SMILES) ... [H]/N=C/[C@@]1(C)CC1=O
Energy relative to the best compared isomer or geometry (same formula, charge and spin) ... 215.2 kJ/mol

Element x y z (Å)
C: 0.17688 -1.25661 -1.11588
C: 0.01500 -0.19831 -0.04167
C: -1.07998 0.79323 -0.23779
N: -0.99445 1.95291 0.27248
C: 0.29477 -0.40650 1.42872
O: -0.05196 -0.85161 2.48305
C: 1.26944 0.36919 0.68930
H: 0.57788 -0.81558 -2.03827
H: -0.78473 -1.72354 -1.35799
H: 0.86239 -2.04774 -0.79975
H: -1.96515 0.42031 -0.77735
H: -1.85088 2.48176 0.12530
H: 2.20287 -0.15997 0.51576
H: 1.32793 1.44246 0.85408

---

Density functional theory data (ωB97M-V/def2-TZVPD) for C37H35BeN5P as an isolated structure.

Energy ... -2060.70820 Ha
HOMO-LUMO gap ... 0.31940 Ha
Total charge ... +1

Element x y z (Å)
Be: -0.39036 -1.80393 1.11515
C: -2.17258 -2.12517 -1.07651
N: -1.87239 -2.51928 0.29784
C: -3.03531 -2.28770 1.21506
C: -2.74215 -1.06247 2.00174
N: -1.49864 -0.64124 2.09924
C: -1.48426 0.56447 2.80923
C: -0.46486 1.47135 3.25951
C: -0.83693 2.52432 4.08068
C: -2.17285 2.64729 4.53809
C: -3.16930 1.85517 4.08024
C: -2.79348 0.83266 3.24709
N: -3.56552 -0.22206 2.64060
C: -2.56653 -0.64941 -1.23798
N: -3.67472 -0.08271 -0.88282
C: -3.74532 1.19982 -1.41272
C: -4.71183 2.17518 -1.20771
C: -4.46900 3.34919 -1.89171
C: -3.22026 3.59616 -2.53400
C: -2.22418 2.62725 -2.70577
C: -2.53889 1.42360 -2.09227
N: -1.90318 0.17546 -2.05384
H: -3.03391 -2.73103 -1.46903
H: -1.27149 -2.36321 -1.66921
H: -1.73911 -3.53731 0.30039
H: -3.05238 -3.10506 1.96269
H: -3.98150 -2.18830 0.72182
H: 0.52528 1.22002 2.94756
H: -0.09593 3.23660 4.43598
H: -2.50188 3.47915 5.14006
H: -4.20090 1.94400 4.43315
H: -4.59207 -0.29122 2.64209
H: -5.54976 1.86326 -0.63085
H: -5.21232 4.13503 -1.80000
H: -2.93412 4.62108 -2.89697
H: -1.32716 2.84215 -3.21541
H: -1.02420 0.04601 -2.49211
C: 2.97568 1.43198 -2.16340
C: 2.00861 0.41834 -2.84989
C: 1.89755 0.47440 -4.24538
C: 1.34847 -0.49792 -5.03605
C: 0.79192 -1.66798 -4.43905
C: 0.80785 -1.76709 -3.04666
C: 1.28059 -0.69153 -2.23960
P: 1.07254 -1.00080 -0.41663
C: 1.45371 0.63027 0.39951
C: 0.59565 1.66444 0.01109
C: 0.64994 2.96680 0.54897
C: 1.64389 3.18810 1.44633
C: 2.56858 2.27159 1.81912
C: 2.52794 0.98398 1.25152
C: 3.68741 0.06355 1.67722
C: 2.35313 -2.23968 -0.03098
C: 3.46195 -2.48807 -0.81139
C: 4.42186 -3.41289 -0.44053
C: 4.10611 -4.27408 0.64434
C: 2.99281 -4.05065 1.41148
C: 2.09580 -2.97188 1.17251
C: 0.91648 -2.68707 2.03352
H: 3.44718 1.86541 -2.96663
H: 3.72811 0.76768 -1.71638
H: 2.58247 2.08029 -1.33822
H: 2.50640 1.26650 -4.70321
H: 1.21034 -0.43405 -6.08623
H: 0.39180 -2.49565 -5.02708
H: 0.45593 -2.71059 -2.59327
H: -0.24897 1.56039 -0.65466
H: -0.06245 3.76022 0.21074
H: 1.67671 4.13531 1.96859
H: 3.41885 2.63192 2.43008
H: 4.27724 0.64338 2.34487
H: 4.28297 -0.19827 0.80383
H: 3.40798 -0.87954 2.12721
H: 3.63933 -1.87230 -1.69006
H: 5.29471 -3.47725 -1.06218
H: 4.73835 -5.09803 0.89131
H: 2.87410 -4.55293 2.34246
H: 1.41089 -1.97695 2.73970
H: 0.55362 -3.57844 2.58375

---

Density functional theory data (ωB97M-V/def2-TZVPD) for C14H19ClMo as an isolated structure.

Energy ... -1073.06177 Ha
HOMO-LUMO gap (alpha / beta) ... 0.28107 / 0.20518 Ha
<S²> ... 2.031
Multiplicity ... 3
Energy relative to the best compared isomer or geometry (same formula, charge and spin) ... 0.0 kJ/mol

Element x y z (Å)
C: 2.45487 2.08195 -0.46777
C: 1.27172 2.24043 -1.31843
C: 1.12844 1.08515 -2.11011
H: 0.60715 3.08882 -1.42885
C: 1.96929 0.07995 -1.61173
C: 2.88754 0.67643 -0.61706
H: 3.90061 0.31527 -0.35152
H: 2.97860 2.86141 0.10724
H: 0.52783 1.02277 -3.00362
H: 2.05013 -0.90127 -2.08458
Mo: 1.05953 0.82709 0.54089
Cl: -0.75681 2.26128 1.30557
C: -3.14899 -0.42514 -0.76804
C: -2.52079 -1.29157 -1.70892
C: -2.21261 -0.54052 -2.86349
H: -2.21249 -2.31381 -1.51180
C: -2.68297 0.80227 -2.65551
C: -3.24950 0.86176 -1.36071
H: -3.47236 1.77997 -0.81386
H: -3.32632 -0.65554 0.28611
H: -1.62209 -0.86748 -3.72969
H: -2.45141 1.65430 -3.31648
C: 1.63640 -0.44284 2.72183
C: 0.63925 -1.52238 2.26691
C: -0.73028 -1.19721 2.86608
C: 0.68183 -1.45865 0.71734
H: 1.15973 0.59309 2.60019
H: 2.60997 -0.45584 2.19042
H: 1.84906 -0.50461 3.79917
H: 0.96038 -2.48328 2.70953
H: -1.03779 -0.16893 2.63839
H: -1.51677 -1.85055 2.48131
H: -0.73336 -1.28451 3.96110
H: -0.23954 -1.82978 0.23182
H: 1.54177 -2.03798 0.29827

---

Density functional theory data (ωB97M-V/def2-TZVPD) for C30H20BrCl2LuN5O5 as an isolated structure.

Energy ... -6535.05861 Ha
HOMO-LUMO gap ... 0.20269 Ha
Total charge ... +1
Energy relative to the best compared isomer or geometry (same formula, charge and spin) ... 1.2 kJ/mol

Element x y z (Å)
Lu: -0.13523 0.57290 0.20192
Br: -4.35872 -2.45300 -7.34215
C: -4.93096 -0.95956 -6.31253
C: -5.19539 0.25159 -6.93963
C: -5.54661 1.34321 -6.17468
C: -5.60604 1.23860 -4.77842
C: -5.39719 -0.00728 -4.17142
C: -5.06309 -1.10187 -4.93707
N: -5.93957 2.39244 -4.09014
N: -5.60813 2.69735 -2.95196
C: -4.68164 2.14030 -2.11228
C: -5.00128 2.12413 -0.75461
C: -4.13982 1.61067 0.19794
C: -2.88978 1.10356 -0.15662
O: -2.02818 0.65680 0.72022
C: -2.51413 1.14244 -1.54693
N: -1.26451 0.67526 -1.85787
C: -0.87486 0.72958 -3.12266
C: -1.63373 1.33162 -4.12914
C: -2.86622 1.85488 -3.82113
C: -3.38259 1.70088 -2.52367
H: -5.11788 0.33002 -8.01223
H: -5.74562 2.29842 -6.63368
H: -5.51313 -0.11541 -3.10348
H: -4.88326 -2.05925 -4.47165
H: -5.97055 2.49129 -0.45389
H: -4.40244 1.60083 1.24486
H: 0.09525 0.29956 -3.34860
H: -1.23645 1.40397 -5.12806
H: -3.42152 2.40138 -4.56584
O: -5.01039 -2.61202 5.69207
C: -4.97857 -2.15812 4.43583
O: -5.97736 -1.82489 3.86570
C: -3.63272 -2.04956 3.77842
C: -2.47665 -1.77578 4.50266
C: -1.28294 -1.53324 3.84992
C: -1.22736 -1.58336 2.45461
C: -2.38284 -1.89432 1.72685
C: -3.57247 -2.11003 2.38637
N: -0.07451 -1.28914 1.72317
C: 1.09244 -1.65045 2.13080
C: 2.25286 -1.37797 1.30437
C: 3.52279 -1.82560 1.67677
C: 4.59615 -1.56238 0.84390
C: 4.36933 -0.86177 -0.33203
C: 3.07213 -0.47243 -0.64047
N: 2.02711 -0.71615 0.14413
H: -4.15630 -2.90826 6.03355
H: -2.50804 -1.69232 5.57932
H: -0.41195 -1.24497 4.42047
H: -2.30674 -1.96097 0.64757
H: -4.47871 -2.30387 1.83498
H: 1.23973 -2.22464 3.04737
H: 3.65022 -2.36147 2.60658
H: 5.59010 -1.89032 1.10463
H: 5.17806 -0.61547 -1.00302
H: 2.86723 0.06958 -1.55535
Cl: -1.17109 3.39574 0.12582
C: 0.52933 3.93000 0.37659
Cl: 1.10408 4.87144 -0.97097
C: 1.06605 2.50606 0.40081
O: 1.27569 1.95149 -0.69412
O: 0.96084 1.86713 1.47361
H: 0.58291 4.47545 1.31704

---

The highest energy belongs to which entry? C5H7NO

---

What is the formula in the first record? C59H38N5Pt

---

energy of number 3 (C5H7NO)? -324.64249 Ha